72
Properties=species:S:1:pos:R:3:forces:R:3 method="wB97M-V/def2-TZVPD" multiplicity=1 largest_force_ev_per_a=2.38 e_above_lowest_ev=0.820 lumo_energy_ev=-0.957 e_homo_ev=-7.62
Rh -1.375 -0.914 0.160 -1.0 1.9 1.1
C 0.932 -2.422 3.948 0.0 0.0 0.0
C 0.012 -1.953 2.867 -0.4 0.1 0.0
N 0.361 -1.676 1.666 0.8 -0.6 -0.4
N 1.661 -1.778 1.322 -0.5 0.1 0.1
C 1.743 -1.798 -0.017 0.3 0.1 -0.3
O 0.780 -1.823 -0.805 0.2 -0.3 0.0
C 3.137 -1.773 -0.575 -0.1 0.0 0.1
C 3.309 -1.496 -1.926 0.1 0.0 0.0
C 4.582 -1.446 -2.474 0.0 0.0 0.0
C 5.691 -1.688 -1.674 0.0 0.0 0.0
C 5.522 -1.975 -0.326 0.0 0.0 0.0
C 4.249 -2.014 0.225 0.0 0.0 0.0
C -1.424 -1.768 3.112 0.3 0.1 0.0
C -1.967 -2.060 4.357 -0.1 0.0 0.1
C -3.314 -1.860 4.586 0.1 0.0 0.0
C -4.085 -1.368 3.553 -0.1 0.1 -0.1
C -3.489 -1.104 2.334 0.1 0.0 -0.1
N -2.181 -1.285 2.098 0.0 -0.4 0.3
H 1.947 -2.447 3.566 0.0 0.0 0.0
H 0.657 -3.425 4.286 0.0 0.0 0.0
H 0.895 -1.760 4.817 0.0 0.0 0.0
H 2.430 -1.326 -2.536 0.0 0.0 0.0
H 4.710 -1.227 -3.527 0.0 0.0 0.0
H 6.686 -1.656 -2.100 0.0 0.0 0.0
H 6.385 -2.171 0.299 0.0 0.0 0.0
H 4.104 -2.231 1.274 0.0 0.0 0.0
H -1.324 -2.450 5.131 0.0 0.0 0.0
H -3.749 -2.086 5.552 0.0 0.0 0.0
H -5.146 -1.190 3.663 0.0 0.0 0.0
H -4.089 -0.734 1.522 0.0 0.0 0.0
S 0.179 2.083 4.884 0.0 -0.2 0.1
C 0.552 3.306 6.010 0.0 0.1 0.0
C 0.785 4.498 5.398 0.0 0.0 -0.1
C 0.657 4.413 3.985 0.0 0.1 0.1
C 0.328 3.160 3.553 0.0 0.0 -0.3
C 0.118 2.705 2.166 0.0 0.0 0.3
C -0.252 1.372 1.913 0.0 0.0 -0.1
N -0.465 0.909 0.701 0.2 0.2 0.4
C -0.313 1.734 -0.354 0.0 -0.3 -0.1
C 0.072 3.064 -0.218 0.0 0.2 0.0
C 0.248 3.851 -1.414 0.0 0.0 0.1
C 0.067 3.304 -2.634 0.0 -0.1 -0.1
C -0.314 1.922 -2.787 0.0 0.1 -0.1
C -0.476 1.280 -4.024 0.0 0.2 0.0
C -0.815 -0.052 -4.076 0.0 -0.1 -0.2
C -1.018 -0.729 -2.856 0.0 0.0 0.1
N -0.887 -0.138 -1.694 0.1 -0.2 -0.1
C -0.523 1.162 -1.646 0.0 -0.1 0.2
C -0.976 -0.754 -5.360 0.1 0.2 0.2
C -0.824 -0.232 -6.615 0.0 0.0 -0.1
C -1.038 -1.189 -7.641 0.0 0.1 0.1
C -1.344 -2.418 -7.141 0.0 0.0 -0.1
S -1.379 -2.417 -5.439 -0.1 -0.2 0.1
C 0.276 3.542 1.083 0.0 0.1 -0.1
H 0.582 3.082 7.064 0.0 0.0 0.0
H 1.040 5.404 5.929 0.0 0.0 0.0
H 0.797 5.256 3.324 0.0 0.0 0.0
H -0.373 0.661 2.719 0.0 0.0 0.0
H 0.545 4.887 -1.314 0.0 0.0 0.0
H 0.218 3.897 -3.527 0.0 0.0 0.0
H -0.325 1.849 -4.932 0.0 0.0 0.0
H -1.310 -1.771 -2.819 0.0 0.0 0.0
H -0.577 0.801 -6.810 0.0 0.0 0.0
H -0.969 -0.971 -8.697 0.0 0.0 0.0
H -1.559 -3.323 -7.687 0.0 0.0 0.0
H 0.574 4.575 1.223 0.0 0.0 0.0
O -5.277 -0.737 -0.486 0.1 0.3 0.2
S -3.947 -0.639 -1.016 0.3 -1.0 -0.3
O -3.013 0.194 -0.094 -0.2 0.1 -0.4
O -3.823 -0.224 -2.387 0.0 0.1 0.1
S -2.893 -2.413 -0.661 -0.2 -0.4 -0.5


17
Properties=species:S:1:pos:R:3:forces:R:3 method="wB97M-V/def2-TZVPD" multiplicity=1 largest_force_ev_per_a=0.59 e_above_lowest_ev=3.203 lumo_energy_ev=0.821 smiles="C=CO[C@H](C)C=O.[H][H]" e_homo_ev=-9.20
C -1.781 0.618 1.339 0.1 0.0 -0.1
C -1.263 1.146 0.232 -0.2 0.0 0.1
O -0.044 0.917 -0.319 -0.1 0.0 0.0
C 0.805 0.012 0.345 0.1 0.0 0.1
C 2.127 0.004 -0.416 0.1 0.0 0.0
C 0.259 -1.412 0.345 -0.2 -0.2 -0.3
O -0.462 -1.861 -0.509 0.3 0.2 0.4
H -1.269 -0.109 1.961 -0.1 0.1 -0.1
H -2.783 0.901 1.636 0.2 0.0 -0.1
H -1.809 1.859 -0.378 0.1 -0.1 0.1
H 0.958 0.330 1.388 0.0 -0.1 -0.1
H 2.559 1.008 -0.427 -0.1 -0.1 0.0
H 1.943 -0.314 -1.447 0.0 0.0 0.1
H 2.844 -0.684 0.044 -0.1 0.1 0.0
H 0.623 -2.047 1.183 0.0 0.0 -0.1
H -1.548 -0.055 -2.802 0.0 0.0 0.0
H -1.238 -0.461 -2.261 -0.1 0.0 -0.1


11
Properties=species:S:1:pos:R:3:forces:R:3 method="wB97M-V/def2-TZVPD" multiplicity=1 largest_force_ev_per_a=5.08 e_above_lowest_ev=2.075 lumo_energy_ev=-0.525 e_homo_ev=-9.81
C 1.034 -0.197 0.674 -0.1 1.0 -1.9
C -0.083 -0.898 0.877 -0.1 0.4 -0.6
C 1.153 0.868 -0.407 -4.6 -1.7 -1.2
O -0.888 1.136 -0.854 3.4 1.5 0.5
Si -1.465 -0.256 -0.376 0.8 -1.2 1.7
H 2.005 -0.298 1.092 0.7 -0.4 1.2
H -0.151 -1.595 1.730 0.1 0.2 -0.7
H 1.243 1.888 -0.187 0.5 1.2 0.7
H 1.346 0.634 -1.469 0.3 -0.1 0.8
H -1.634 -0.892 -1.669 -0.4 -1.1 -0.1
H -2.560 -0.391 0.589 -0.8 0.3 -0.3


16
Properties=species:S:1:pos:R:3:forces:R:3 method="wB97M-V/def2-TZVPD" multiplicity=1 largest_force_ev_per_a=0.41 e_above_lowest_ev=2.187 lumo_energy_ev=1.003 smiles="CC(=O)[C@@H]1CN1C" e_homo_ev=-9.38
C 1.802 0.352 -1.559 0.0 0.0 0.0
C 0.784 1.177 -0.801 0.0 0.3 0.0
O 0.889 2.386 -0.754 -0.1 -0.3 -0.2
C -0.324 0.586 0.040 0.0 0.2 0.0
C 0.170 -0.087 1.272 0.2 0.0 0.3
N -0.549 -0.836 0.262 0.1 -0.1 0.0
C -1.902 -1.208 0.694 -0.1 0.0 0.0
H 2.576 1.044 -1.901 -0.1 -0.2 0.0
H 2.261 -0.437 -0.954 -0.2 0.1 0.0
H 1.340 -0.130 -2.427 0.0 0.0 0.2
H -1.171 1.265 0.126 0.1 -0.1 0.1
H -0.331 0.149 2.209 0.0 -0.1 -0.1
H 1.235 -0.293 1.348 -0.1 0.0 0.1
H -1.907 -2.272 0.954 0.0 0.2 -0.1
H -2.641 -1.044 -0.095 0.2 0.0 0.0
H -2.232 -0.651 1.588 0.1 0.0 -0.2